Record 1
C9H18FI2InOP | wB97M-V/def2-TZVPD

Positions of all 33 atoms, in Å:
H  -2.62775  -0.48350  -1.89778
F  -2.45293  -2.63430  -0.46530
H  -1.72535  3.75155  2.42183
C  -2.40104  1.54686  -1.08811
C  3.50366  -0.40050  0.60383
I  3.78260  1.58845  -0.22252
H  1.10742  0.14746  -2.10664
H  3.17422  -2.30832  -0.28491
H  -4.11607  0.44238  -1.83263
P  -1.50423  0.74601  0.32919
H  4.17039  -0.41135  1.45438
H  -0.74986  3.05553  0.43712
H  4.88709  -1.81562  -0.25678
H  -1.71465  2.16411  -1.65732
H  0.64475  -3.30121  -1.03444
C  -1.19266  -3.01929  -0.09453
H  -2.55724  2.19677  2.38134
C  -3.05031  0.50742  -2.01095
I  1.87542  -2.10738  2.46615
C  -0.18893  -2.61949  -1.06327
H  -0.65809  -2.57430  -2.03827
H  -2.90894  0.80826  -3.04224
C  -0.76561  2.25758  1.17007
C  3.86593  -1.48803  -0.40692
O  -1.05048  -3.60830  0.95745
H  1.88912  0.41392  1.67196
H  0.25462  2.03511  1.44958
C  2.05557  -0.47553  1.07978
H  -3.18012  2.16097  -0.65491
H  -1.08272  2.34638  3.30639
In  0.50854  -0.50473  -0.56983
H  3.79542  -1.09264  -1.40992
C  -1.58777  2.67574  2.40819

Atoms 1-3, force components in eV/Å:
0.10 -0.23 0.08
-0.17 0.01 0.05
-0.01 0.25 0.26

Output
**DFT total energy**: -1655.7403 Ha
**Total charge**: -1


Record 2
C9H18FO9RbTl | wB97M-V/def2-TZVPD

Positions of all 39 atoms, in Å:
Tl  1.89953  -1.39166  0.61656
O  0.97979  -1.37436  -1.15958
H  -0.58264  2.83641  -1.38648
H  0.27856  1.52834  -1.76935
H  2.33393  0.81577  -3.65688
C  0.42588  -1.29211  -2.28317
O  -2.14154  -0.48058  0.88240
H  -0.86923  -1.78557  2.31127
C  -0.21592  -3.57795  -2.63192
H  1.03034  1.67217  -2.90112
O  0.64834  1.73169  2.83842
C  0.49710  0.45154  2.73724
H  2.44757  1.62506  1.85199
H  -1.17815  -4.08998  -2.62784
Rb  3.21668  2.31672  -0.83837
H  -2.31946  -1.32261  3.18944
O  -0.76747  0.17094  3.00509
C  1.58392  0.73372  -2.87022
H  -3.77588  -0.14055  -0.31157
C  -1.24153  -1.17161  3.13135
O  1.37505  -0.36963  2.36005
H  1.38171  2.61646  1.03903
H  2.10095  3.21194  2.56047
F  1.89258  0.78200  0.04636
O  -1.20168  1.15673  -0.29105
H  0.38877  -4.23746  -3.25442
H  0.14188  -3.67742  -1.60714
C  -0.17589  1.96196  -0.87854
C  -3.48660  0.07159  0.71772
C  1.66058  2.35037  2.05859
H  2.22384  0.63082  -1.99385
H  -3.58851  1.11760  1.00679
H  -4.03632  -0.55881  1.41664
O  0.09761  -0.59841  0.52806
O  0.49940  -0.18586  -3.04973
O  -0.32022  -2.15285  -2.95894
H  0.71974  2.21648  -0.31184
H  -0.92121  -1.56382  4.09658
C  -1.00150  -0.02707  0.38794

Atoms 1-3, force components in eV/Å:
2.17 1.14 1.21
0.29 -2.04 -4.99
-0.90 0.21 1.02

Output
**Energy above the lowest of the compared OMol25 structures with the same formula, charge and spin**: 96.3 kcal per mole
**Total charge**: +3


Record 3
C9H18N2 | wB97M-V/def2-TZVPD

Positions of all 29 atoms, in Å:
H  -1.92862  1.56477  2.50377
H  2.15780  -1.41567  2.69524
C  -1.79288  0.33890  0.65073
C  1.36782  -1.01056  -1.38519
H  -3.17393  0.05737  -0.90534
N  0.05664  -0.18966  0.49951
H  1.20004  -1.98339  -1.73298
H  -3.21170  0.33656  2.27973
H  2.19348  -1.04189  -0.66697
H  -2.84961  1.95654  1.34223
C  2.05235  -1.30625  1.66137
H  2.47351  1.77184  1.80378
H  1.62016  -0.19144  -2.15426
C  -1.23174  -0.48469  -1.44540
H  -1.39151  -1.48083  -1.83380
H  -0.41014  -0.24923  -3.51642
H  2.99053  -1.01714  1.00089
H  2.46001  1.09742  0.22442
C  1.79807  1.32333  1.03852
H  0.98204  1.93868  0.85954
C  0.11559  -0.57590  -0.73395
C  -1.12959  0.27535  -2.79289
H  -0.75484  1.28692  -2.76097
N  -2.17511  0.08306  -0.51738
H  1.44621  -2.18422  1.44099
C  1.17130  -0.05169  1.44830
H  0.55858  -0.06326  2.39897
H  -2.12591  0.19571  -3.16124
C  -2.46854  1.01940  1.75880

Atoms 1-3, force components in eV/Å:
1.49 -0.72 0.78
1.19 0.25 1.53
3.61 0.17 0.91

Output
**Energy above the lowest of the compared OMol25 structures with the same formula, charge and spin**: 55.2 kcal per mole
**Total charge**: +2